No. 1
C4H9N | wB97M-V/def2-TZVPD

```
14
Properties=species:S:1:pos:R:3:forces:R:3
C -1.97055 0.48808 -0.28878 0.000 0.086 -0.048
C -0.69393 0.53298 0.52499 -0.359 -0.238 0.155
C -0.08936 -0.82856 0.59035 -0.049 -0.162 0.148
N 0.62289 -0.22960 -0.54443 0.025 0.034 -0.029
C 2.01561 0.05620 -0.16705 0.212 0.024 0.003
H -2.75955 0.22320 0.43183 0.155 0.031 -0.082
H -2.23404 1.45956 -0.71623 0.045 -0.130 0.066
H -1.98001 -0.27564 -1.07955 0.014 0.071 0.111
H 0.22805 0.87134 -0.39341 0.128 0.129 -0.228
H -0.69666 -1.67941 0.27345 0.008 0.128 0.084
H 0.53592 -1.06764 1.45420 -0.049 0.067 -0.170
H 2.09887 0.59743 0.78292 -0.078 -0.038 -0.047
H 2.53466 -0.89787 -0.07219 -0.012 0.006 0.006
H 2.49368 0.63647 -0.95668 -0.040 -0.006 0.031
```
Forces are in eV/Å.

Properties
* energy relative to the best compared isomer or geometry (same formula, charge and spin): 408.5 kJ/mol

***

No. 2
C4H9N | wB97M-V/def2-TZVPD

```
14
Properties=species:S:1:pos:R:3:forces:R:3
C -1.67009 -0.56781 -0.00015 -0.681 -0.793 -0.714
C -0.36568 0.32825 -0.10950 -3.022 -8.902 -0.897
C -0.54945 1.56919 -0.03970 4.548 4.568 0.985
C 0.81473 -0.72803 -0.05446 1.246 9.859 -0.273
H -1.67030 -0.97277 1.03564 -0.127 0.303 -0.442
H -2.66904 0.12691 -0.08036 2.309 -2.198 -0.307
H -1.58254 -1.64979 -0.65846 -0.726 3.362 1.330
H 0.53066 2.02282 0.13679 -2.585 0.339 -0.528
H -1.49815 2.05270 0.06499 -0.118 0.287 -0.096
H 0.69284 -1.13106 0.81223 -0.657 -2.634 5.560
H 0.91668 -1.45926 -0.72237 0.118 -2.368 -3.392
H 2.90699 -0.23972 0.56158 -2.511 1.661 -2.268
H 2.10775 0.34168 -1.01218 1.380 0.446 2.282
N 2.03560 0.30688 0.06595 0.826 -3.930 -1.240
```
Forces are in eV/Å.

Properties
* energy relative to the best compared isomer or geometry (same formula, charge and spin): 369.5 kJ/mol
* SMILES string: C=C(C)CN

***

No. 3
C4H9N | wB97M-V/def2-TZVPD

```
14
Properties=species:S:1:pos:R:3:forces:R:3
C 1.51576 -0.06297 0.19953 0.496 -1.069 -2.238
C 0.11405 -0.31235 0.76142 0.415 1.918 1.836
C -1.06850 -0.17039 -0.13077 -0.408 -1.741 0.161
C -2.23922 0.36497 0.17793 0.384 0.147 0.086
N 1.51858 0.53560 -1.16493 0.140 0.258 0.386
H 2.20151 0.48825 0.83764 -0.474 0.336 0.349
H 2.04511 -1.00346 0.01627 -0.150 -0.218 0.481
H 0.05291 -1.22202 1.35744 0.068 -0.389 -0.384
H 0.02225 0.45798 1.54618 -0.334 -0.079 -0.091
H -1.11601 -0.90511 -0.92379 0.288 0.254 -0.679
H -2.38397 0.91777 1.09352 -0.083 0.298 0.018
H -3.07605 0.18511 -0.47497 -0.261 0.161 -0.001
H 1.80054 -0.15421 -1.84410 -0.059 0.024 -0.060
H 0.61305 0.88084 -1.45137 -0.024 0.101 0.135
```
Forces are in eV/Å.

Properties
* energy relative to the best compared isomer or geometry (same formula, charge and spin): 110.0 kJ/mol
* SMILES string: C=CCCN

***

No. 4
C4H9N2 | wB97M-V/def2-TZVPD

```
15
Properties=species:S:1:pos:R:3:forces:R:3
C -1.53551 0.14093 -1.02621 0.201 -0.428 1.453
C 1.05985 -0.02955 0.01003 -2.456 0.134 -1.184
C -0.20682 -0.41237 -0.60358 -0.572 1.025 0.438
C 1.14481 1.24595 0.68835 -1.260 0.783 3.752
N -0.86742 -0.97412 -1.68724 0.531 -1.301 -0.457
N 0.05319 -1.00213 0.76523 -0.455 5.146 -0.066
H -2.28801 -0.28220 -0.32866 -0.077 1.371 -0.622
H -1.61633 1.11625 -1.55087 -0.105 -0.985 0.450
H 1.96848 -0.38092 -0.35066 1.366 -1.520 -0.373
H 0.12133 1.56181 1.05817 0.934 -0.264 -0.483
H 1.53245 2.10796 0.20688 0.658 0.336 -0.915
H 1.72999 1.05922 1.63706 -0.284 0.510 -0.940
H -1.28852 -1.85161 -1.36323 0.112 0.142 -0.834
H 0.47121 -1.82232 0.94478 1.430 -4.105 0.546
H -0.27871 -0.47688 1.59997 -0.023 -0.845 -0.767
```
Forces are in eV/Å.

Properties
* energy relative to the best compared isomer or geometry (same formula, charge and spin): 371.6 kJ/mol
* SMILES string: C[C@H]1[NH2+][C@@]12CN2
* total charge: +1

***

No. 5
C4H9N2 | wB97M-V/def2-TZVPD

```
15
Properties=species:S:1:pos:R:3:forces:R:3
C -0.78896 0.17498 0.75568 0.099 0.466 -0.193
C -1.36175 -0.26051 -0.35987 -0.202 -0.271 0.242
C -2.39686 1.15560 2.05772 -0.245 -0.014 0.002
N -1.43737 0.34356 1.97576 0.336 -0.262 0.152
H 0.26299 0.46126 0.82148 -0.006 0.021 0.001
H -2.38644 -0.60000 -0.30452 -0.096 0.089 -0.223
H -0.86241 -0.36433 -1.31155 0.076 -0.017 -0.008
H -2.90776 1.25866 3.00917 -0.040 0.037 -0.005
H -2.74624 1.74758 1.20649 0.050 0.028 0.029
C 3.06482 -0.72796 -1.23146 -0.223 -0.151 0.333
N 1.82187 -0.53461 -1.41262 0.141 -0.203 -0.035
H 3.59063 -1.44133 -1.85136 0.163 0.294 -0.340
H 3.56429 -0.23069 -0.40834 -0.014 -0.135 0.097
H 1.23858 -0.05432 -0.72755 0.048 0.321 -0.193
H 1.34461 -0.92790 -2.21902 -0.087 -0.204 0.142
```
Forces are in eV/Å.

Properties
* energy relative to the best compared isomer or geometry (same formula, charge and spin): 330.8 kJ/mol
* total charge: +1

***

No. 6
C4H9N2 | wB97M-V/def2-TZVPD

```
15
Properties=species:S:1:pos:R:3:forces:R:3
C 0.37019 0.71896 0.58944 0.868 -1.764 1.040
C -0.34032 -0.03766 -0.53556 -0.059 0.231 3.440
C -0.49113 -1.54455 -0.44521 2.571 -1.350 -0.616
C -0.90628 0.58293 -1.49517 -0.797 -0.165 -1.974
N 0.18067 1.88948 1.20701 -3.124 -2.867 -5.363
N 1.27044 -0.14090 1.04982 0.392 0.952 0.517
H -0.17275 -2.02748 0.54020 -0.556 0.679 -1.540
H 0.16687 -1.93774 -1.33416 -0.843 0.252 1.895
H -1.46301 -1.90607 -0.72837 -0.609 0.267 0.188
H -0.54476 2.43142 0.74420 0.366 0.656 1.098
H -1.37842 -0.04550 -2.20437 -0.687 -0.052 -0.909
H -0.79252 1.58322 -1.69119 -0.031 2.333 -0.395
H 0.75889 2.06953 1.92708 1.937 1.674 2.891
H 1.44174 -0.80841 0.34624 0.772 -1.359 -0.028
H 1.86711 -0.13933 1.87159 -0.200 0.511 -0.245
```
Forces are in eV/Å.

Properties
* energy relative to the best compared isomer or geometry (same formula, charge and spin): 163.1 kJ/mol
* SMILES string: C=C(C)C(N)=[NH2+]
* total charge: +1

***

No. 7
C4H9N2 | wB97M-V/def2-TZVPD

```
15
Properties=species:S:1:pos:R:3:forces:R:3
C 0.30969 0.62414 0.05657 4.431 5.003 -0.304
C 1.55931 1.69701 0.00169 -3.708 -2.598 4.976
C -1.70093 -0.48413 0.00767 -1.641 -1.993 1.288
C 0.50722 -1.75705 -0.20476 0.614 0.066 -1.389
N 0.06768 1.93099 0.12022 -0.469 -0.495 0.864
N -0.23279 -0.48989 -0.07094 -1.148 -0.948 0.482
H 2.28678 1.90023 0.82783 -1.183 -0.629 -0.433
H 1.88311 1.89138 -0.90306 1.520 1.017 -4.429
H -2.07864 0.52138 0.36795 0.477 -1.367 -0.454
H -2.21185 -0.75916 -0.99575 1.084 0.370 1.711
H -1.88874 -1.33008 0.83982 -0.304 2.046 -1.981
H 1.05147 -1.64985 -1.17432 -0.373 -0.580 0.732
H 1.24455 -1.97988 0.58356 -0.594 0.490 -0.080
H -0.24469 -2.54289 -0.25974 0.259 -0.022 -0.076
H -0.55217 2.42780 0.80327 1.035 -0.359 -0.906
```
Forces are in eV/Å.

Properties
* energy relative to the best compared isomer or geometry (same formula, charge and spin): 352.8 kJ/mol
* SMILES string: C[N+](C)=C1CN1
* total charge: +1

***

No. 8
C4H9N2 | wB97M-V/def2-TZVPD

```
15
Properties=species:S:1:pos:R:3:forces:R:3
C -2.06406 0.60107 0.08458 -0.580 -1.283 0.208
C -1.49744 -0.79776 0.00299 -0.265 0.140 -0.074
C 0.65687 0.44327 -0.62615 -1.269 1.311 0.013
C 1.65164 1.09367 0.22940 0.354 -0.013 0.171
N -1.47106 1.65178 -0.11155 1.708 0.476 -0.435
N 0.02276 -0.76667 -0.14577 -0.104 -0.585 0.245
H -3.13335 0.57650 0.31636 -0.166 0.241 0.075
H -1.74821 -1.36807 0.90105 0.125 -0.003 -0.115
H -1.94334 -1.30373 -0.85776 0.217 -0.002 0.036
H 0.58101 0.63346 -1.68269 -0.053 -0.219 -0.130
H 1.33583 1.12013 1.27075 -0.088 0.097 0.119
H 1.83127 2.11226 -0.11074 -0.083 -0.028 0.015
H 2.61624 0.57548 0.20201 0.100 -0.050 -0.072
H 0.42371 -0.97302 0.77871 -0.052 -0.091 -0.297
H 0.24621 -1.54918 -0.77322 0.156 0.009 0.242
```
Forces are in eV/Å.

Properties
* energy relative to the best compared isomer or geometry (same formula, charge and spin): 423.8 kJ/mol
* total charge: +1

***

No. 9
C4H9N2 | wB97M-V/def2-TZVPD

```
15
Properties=species:S:1:pos:R:3:forces:R:3
C -2.13590 0.32015 0.20984 -0.137 -0.462 -0.064
C 2.13869 0.31868 -0.27101 -1.674 -0.361 0.465
C 3.46176 0.16974 0.31412 1.712 1.992 -0.784
C -4.58070 -0.22017 -0.15863 -1.674 -1.415 0.977
N -3.25307 0.01447 0.12123 1.776 0.895 0.563
N 1.22229 -0.58287 -0.02525 1.330 0.016 -0.546
H 0.25750 -0.64866 -0.40374 0.654 0.726 0.356
H 1.85484 1.19855 -0.82958 -0.135 0.002 -0.281
H 3.40630 -0.54415 1.05540 0.233 -1.595 1.740
H 4.01538 1.08165 0.70236 -1.439 -0.606 -0.318
H 4.22114 -0.13736 -0.41012 -0.333 -0.352 -0.452
H -5.29282 0.48938 0.21488 0.163 1.202 -0.351
H -4.65313 -0.47670 -1.17266 -0.491 0.245 -1.578
H -4.98074 -1.09215 0.34656 0.579 -0.611 0.337
H 1.57003 -1.41106 0.47302 -0.564 0.324 -0.064
```
Forces are in eV/Å.

Properties
* energy relative to the best compared isomer or geometry (same formula, charge and spin): 241.6 kJ/mol
* total charge: +1

***

No. 10
C4H9N2 | wB97M-V/def2-TZVPD

```
15
Properties=species:S:1:pos:R:3:forces:R:3
C 0.47370 -1.40423 -0.45120 4.151 0.086 -1.015
C -0.81337 -0.27424 0.47082 1.438 -0.021 -6.799
C -1.54164 0.82955 -0.29089 -0.525 -0.486 -0.055
C 1.72298 0.76773 0.40749 -0.988 0.844 -0.710
N -0.74561 -1.82671 -0.13835 1.787 1.716 0.284
N 0.63614 -0.20084 0.12380 -1.935 -2.937 -1.380
H 1.31664 -1.87999 -1.09229 -1.816 0.407 1.135
H -1.10528 -2.67147 -0.68222 -0.602 1.983 1.317
H -0.86527 1.65833 -0.11848 -0.011 0.498 0.074
H -2.34462 0.94286 0.41514 -1.208 0.808 -0.658
H -1.82005 0.87091 -1.35621 0.141 -0.754 0.529
H 1.77584 0.83274 1.49489 0.296 0.215 -0.149
H 1.61679 1.84216 -0.07207 -0.239 -2.373 0.841
H 2.58760 0.28439 -0.01139 0.607 0.111 0.062
H -0.89385 0.22880 1.30098 -1.095 -0.096 6.524
```
Forces are in eV/Å.

Properties
* energy relative to the best compared isomer or geometry (same formula, charge and spin): 437.5 kJ/mol
* total charge: +1